Formula: C27H51FO21
Source: the OMol25 dataset
Level of theory: ωB97M-V/def2-TZVPD

```
100
Properties=species:S:1:pos:R:3:forces:R:3
O -0.839 -3.526 -1.223 -0.50 0.34 -0.43
C -0.676 -2.639 -0.458 1.38 -1.29 0.49
O 0.129 -2.790 0.627 -0.22 0.58 0.33
C 0.012 -1.633 1.483 0.23 -0.81 -1.01
C -0.725 -0.642 0.573 -0.35 -0.78 1.41
F 0.125 0.318 0.140 -0.09 0.34 -0.15
O -1.189 -1.397 -0.502 -0.26 0.38 -0.12
H -0.524 -1.955 2.373 -0.17 0.34 0.04
H 1.010 -1.278 1.716 -0.02 0.05 0.09
H -1.580 -0.246 1.119 0.02 0.73 -0.45
C 2.075 3.225 -0.930 0.53 0.72 0.84
C 1.873 3.628 -2.356 -0.98 -1.03 -0.64
O 2.905 3.073 -3.171 0.41 0.19 0.04
C 2.657 2.209 -4.182 -0.51 1.40 0.45
O 1.587 1.816 -4.548 0.32 -0.02 0.00
O 3.852 1.976 -4.708 0.16 -0.53 -0.52
C 3.886 1.073 -5.825 0.42 -0.31 0.58
H 1.473 3.929 -0.346 -0.22 -0.48 0.28
H 3.099 3.404 -0.586 0.07 0.10 -0.29
H 1.878 2.182 -0.685 -0.40 0.03 -0.21
H 1.815 4.712 -2.455 0.58 0.02 -0.18
H 0.906 3.260 -2.716 0.06 -0.07 -0.04
H 4.938 0.804 -5.889 -0.01 0.06 -0.28
H 3.539 1.539 -6.742 -0.13 0.08 0.03
H 3.328 0.166 -5.598 -0.26 0.10 -0.12
C -0.602 8.182 4.004 -0.18 -1.01 -0.88
C -1.648 7.149 3.546 0.17 1.16 0.85
O -1.056 6.297 2.571 -0.28 0.28 0.00
C -1.037 5.004 2.819 0.63 -0.67 -0.78
O -1.212 4.431 3.851 -0.38 -0.08 0.83
O -0.717 4.399 1.669 0.45 0.20 -0.53
C -0.592 2.987 1.707 -0.81 -0.42 -0.33
H -0.281 8.659 3.077 0.12 0.53 0.32
H 0.267 7.670 4.416 -0.06 0.01 0.18
H -1.017 8.868 4.736 0.00 0.17 -0.12
H -2.457 7.673 3.034 -0.07 -0.11 0.05
H -2.049 6.614 4.405 0.05 -0.37 -0.25
H 0.193 2.638 2.374 -0.14 0.11 0.24
H -0.392 2.619 0.705 0.28 0.49 -0.10
H -1.581 2.586 1.942 0.22 -0.26 0.53
C -3.507 -2.533 -2.910 -0.08 -0.74 -0.13
C -2.862 -1.244 -3.350 -0.17 0.95 -0.80
O -3.863 -0.359 -3.934 -1.35 -1.17 0.69
C -3.540 0.811 -4.421 0.16 0.57 -0.14
O -2.451 1.229 -4.683 0.74 0.03 0.14
O -4.675 1.494 -4.605 -0.41 -0.08 0.27
C -4.594 2.888 -4.858 -0.83 0.19 -0.63
H -2.792 -3.334 -2.713 0.50 0.46 0.10
H -4.151 -3.015 -3.648 -0.30 0.56 -0.09
H -4.033 -2.388 -1.966 -0.30 0.03 -0.17
H -2.130 -1.290 -4.156 0.53 -0.47 0.60
H -2.521 -0.713 -2.464 0.63 -0.07 -0.21
H -4.938 3.443 -3.986 0.40 -0.08 0.22
H -5.356 3.071 -5.619 0.20 0.09 -0.13
H -3.627 3.219 -5.225 0.12 -0.17 0.19
C -0.637 -4.807 -5.319 -0.27 0.37 1.15
C -0.234 -3.342 -5.390 -0.05 0.05 -1.84
O 0.491 -2.982 -4.230 -0.07 -0.58 0.33
C 0.745 -1.693 -3.991 -0.57 0.29 0.49
O 0.280 -0.749 -4.559 0.05 0.00 -0.39
O 1.542 -1.676 -2.933 0.34 -0.56 1.55
C 1.938 -0.436 -2.311 -0.17 0.26 -1.35
H -1.273 -4.915 -4.434 0.27 -0.14 0.18
H 0.241 -5.437 -5.198 -0.07 -0.16 -0.11
H -1.290 -5.161 -6.115 0.39 0.30 -0.47
H -1.099 -2.717 -5.621 -0.05 0.19 0.70
H 0.423 -3.148 -6.244 0.09 -0.21 -0.07
H 2.672 -0.071 -3.024 0.16 0.72 0.43
H 2.368 -0.555 -1.321 0.08 -0.88 -0.18
H 1.103 0.252 -2.195 -0.10 0.01 -0.47
C 3.541 0.510 1.534 0.39 0.48 0.20
C 3.700 -0.980 1.748 1.05 0.60 0.34
O 3.077 -1.649 0.670 -0.49 0.54 -0.34
C 3.294 -2.948 0.480 -0.15 -0.80 -0.42
O 3.819 -3.715 1.234 0.33 -0.03 0.68
O 2.806 -3.255 -0.706 -0.08 0.66 -0.66
C 2.671 -4.636 -1.064 -0.11 0.41 0.35
H 4.046 0.899 0.648 -0.50 -0.43 -0.44
H 4.079 1.081 2.297 -0.29 -0.36 0.45
H 2.487 0.784 1.578 0.06 0.22 -0.27
H 3.266 -1.239 2.718 0.02 -0.38 -0.17
H 4.766 -1.226 1.740 -0.14 -0.21 0.24
H 1.950 -5.039 -0.350 0.23 -0.53 -0.23
H 3.643 -5.128 -1.057 -0.13 -0.12 0.25
H 2.266 -4.630 -2.072 -0.10 0.04 0.07
C 0.022 -3.126 5.793 -0.53 1.00 -0.99
C -1.369 -2.516 5.646 -0.47 -1.34 -0.12
O -1.795 -1.809 6.804 0.48 1.03 -0.21
C -2.069 -2.507 7.895 -0.61 -0.37 -0.57
O -2.239 -3.695 7.917 0.17 -0.48 0.40
O -2.212 -1.662 8.896 -0.16 0.91 0.43
C -2.608 -2.221 10.142 -0.18 -1.01 0.15
H 0.368 -3.340 4.777 0.04 -0.38 0.10
H -0.093 -4.041 6.363 0.57 0.09 0.25
H 0.715 -2.371 6.164 0.08 -0.32 0.49
H -2.039 -3.366 5.479 -0.21 0.17 0.07
H -1.532 -1.853 4.799 0.39 0.33 0.20
H -3.600 -2.677 10.097 0.07 -0.03 -0.34
H -2.671 -1.457 10.909 0.46 0.28 -0.27
H -1.891 -3.008 10.378 -0.11 0.11 0.40
```
Positions in Å, forces in eV/Å.

As for the total energy: -74540.9519 eV. Its SMILES is O=C1OC[C@@H](F)O1.CCOC(=O)OC.CCOC(=O)OC.CCOC(=O)OC.CCOC(=O)OC.CCOC(=O)OC.CCOC(=O)OC. The value obtained for the LUMO energy is 0.006 hartree. Its HOMO-LUMO gap is 10.28 eV.

These are the Löwdin partial charges, in e, on atoms 1 to 99: O 0.19; C -0.54; O 0.07; C -0.01; C -0.29; F 0.07; O 0.14; H 0.13; H 0.11; H 0.17; C -0.07; C -0.21; O 0.02; C -0.62; O 0.14; O 0.00; C -0.02; H 0.08; H 0.08; H 0.05; H 0.13; H 0.13; H 0.09; H 0.10; H 0.09; C -0.05; C -0.21; O 0.04; C -0.62; O 0.14; O 0.00; C -0.06; H 0.08; H 0.08; H 0.08; H 0.12; H 0.12; H 0.10; H 0.07; H 0.10; C -0.05; C -0.16; O 0.04; C -0.63; O 0.14; O -0.01; C -0.05; H 0.06; H 0.08; H 0.08; H 0.10; H 0.12; H 0.09; H 0.09; H 0.09; C -0.05; C -0.23; O 0.03; C -0.61; O 0.15; O 0.00; C 0.00; H 0.07; H 0.08; H 0.08; H 0.12; H 0.13; H 0.09; H 0.08; H 0.09; C -0.06; C -0.22; O -0.01; C -0.63; O 0.15; O -0.02; C 0.00; H 0.08; H 0.09; H 0.06; H 0.13; H 0.13; H 0.10; H 0.10; H 0.09; C -0.05; C -0.22; O 0.04; C -0.63; O 0.13; O 0.02; C -0.04; H 0.07; H 0.08; H 0.08; H 0.12; H 0.11; H 0.10; H 0.09